Model w:
12
Properties=species:S:1:pos:R:3:nbo_charge:R:1 method="wB97M-V/def2-TZVPD" e_homo_ev=-10.172 total_charge=0 smiles="C=C.C=C" homo_lumo_gap_ev=11.40 e_lumo_ev=1.22
C 1.86 -0.18 -1.31 -0.397
C 2.67 -0.82 -0.48 -0.370
H 1.67 0.84 -1.03 0.183
H 1.14 -0.63 -1.97 0.204
H 3.08 -0.45 0.45 0.197
H 2.90 -1.87 -0.66 0.182
C -2.78 0.78 1.02 -0.384
C -1.65 0.29 0.55 -0.382
H -3.64 0.12 1.09 0.183
H -2.88 1.65 1.63 0.193
H -1.59 -0.66 0.04 0.200
H -0.78 0.93 0.65 0.191

***

Model x:
12
Properties=species:S:1:pos:R:3:nbo_charge:R:1 method="wB97M-V/def2-TZVPD" e_homo_ev=-9.637 total_charge=0 smiles="C1=CC1.C" homo_lumo_gap_ev=10.14 e_lumo_ev=0.51
C -0.85 -0.52 0.67 -0.240
C -1.49 -0.49 -0.57 -0.313
C 2.05 0.74 0.57 -0.855
C -0.34 0.00 -1.01 -0.298
H -0.52 -1.45 1.15 0.201
H -2.41 -0.52 -1.12 0.206
H 1.97 -0.35 0.55 0.213
H 3.09 1.09 0.67 0.205
H 1.58 1.16 1.46 0.202
H -0.56 0.45 -1.97 0.253
H 1.50 0.93 -0.31 0.234
H -0.99 0.17 1.49 0.192

***

Model y:
12
Properties=species:S:1:pos:R:3:nbo_charge:R:1 method="wB97M-V/def2-TZVPD" e_homo_ev=-10.058 total_charge=0 smiles="C=C.C=C" homo_lumo_gap_ev=11.37 e_lumo_ev=1.31
C -3.90 0.30 2.06 -0.388
C -3.72 1.58 1.96 -0.387
H -3.05 -0.29 2.44 0.190
H -4.80 -0.25 1.76 0.198
H -2.78 2.05 2.27 0.195
H -4.46 2.21 1.44 0.192
C 4.18 -0.75 -2.51 -0.389
C 3.33 -1.12 -1.51 -0.392
H 4.96 -1.45 -2.85 0.194
H 4.15 0.25 -2.96 0.196
H 3.44 -2.11 -1.04 0.195
H 2.64 -0.41 -1.05 0.196

***

Tell me which of them is the most stable. Sure, it is model y.

***

Model w:
12
Properties=species:S:1:pos:R:3:nbo_charge:R:1 method="wB97M-V/def2-TZVPD" e_homo_ev=-6.857 total_charge=0 homo_lumo_gap_ev=5.00 e_lumo_ev=-1.85
C 0.21 -0.05 -1.26 -0.423
C -0.04 0.18 0.25 -0.061
C -0.22 -0.96 1.18 -0.396
C -0.01 1.48 0.83 -0.474
H 1.30 -0.02 -1.52 0.232
H -0.35 0.68 -1.91 0.224
H -0.12 -1.15 -1.46 0.015
H -1.16 -1.53 1.27 0.206
H 0.15 -0.52 2.05 0.178
H 0.34 1.60 1.93 0.217
H -0.28 -2.00 -1.45 0.086
H 0.19 2.30 0.08 0.197

***

Model x:
12
Properties=species:S:1:pos:R:3:nbo_charge:R:1 method="wB97M-V/def2-TZVPD" e_homo_ev=-9.072 total_charge=0 smiles="C=C(C)C" homo_lumo_gap_ev=10.17 e_lumo_ev=1.09
C -0.82 1.19 -0.30 -0.667
C 0.06 -0.09 -0.11 0.031
C 1.07 -0.32 1.01 -0.662
C -0.15 -1.14 -0.95 -0.438
H -1.88 1.05 0.13 0.228
H -0.34 2.28 0.02 0.217
H -0.96 1.39 -1.41 0.229
H 1.45 0.59 1.57 0.219
H 0.39 -0.92 1.73 0.227
H 1.96 -0.89 0.63 0.230
H -1.07 -1.09 -1.60 0.195
H 0.29 -2.05 -0.71 0.191

***

Tell me which of them is the most stable. Sure, it is model x.

***

Model w:
18
Properties=species:S:1:pos:R:3:nbo_charge:R:1 method="wB97M-V/def2-TZVPD" e_homo_ev=-9.816 total_charge=0 smiles="NCC=O.O.O.O" homo_lumo_gap_ev=10.24 e_lumo_ev=0.43
O 1.19 0.75 3.24 -0.509
C 1.81 0.36 2.29 0.434
C 1.71 -1.07 1.84 -0.330
N 0.85 -1.18 0.66 -0.819
H 2.36 1.06 1.64 0.109
H 1.38 -1.66 2.70 0.188
H 2.68 -1.50 1.58 0.201
H -0.12 -1.27 0.94 0.362
H 1.11 -2.02 0.16 0.364
H 3.71 2.23 -3.14 0.468
H 4.93 1.39 -2.79 0.467
O 4.41 1.71 -3.54 -0.935
H -5.26 -2.37 1.94 0.464
H -4.30 -3.48 1.95 0.462
O -5.24 -3.32 1.79 -0.926
H -3.38 3.89 -3.20 0.467
H -4.22 3.40 -4.37 0.467
O -3.62 3.09 -3.69 -0.934

***

Model x:
18
Properties=species:S:1:pos:R:3:nbo_charge:R:1 method="wB97M-V/def2-TZVPD" e_homo_ev=-9.846 total_charge=0 smiles="NCC=O.O.O.O" homo_lumo_gap_ev=10.52 e_lumo_ev=0.67
O 0.14 1.86 -1.97 -0.546
C 0.75 0.82 -2.07 0.446
C 0.24 -0.59 -2.19 -0.347
N 0.95 -1.24 -3.29 -0.827
H 1.79 0.96 -2.48 0.111
H -0.79 -0.57 -2.56 0.218
H 0.26 -1.04 -1.20 0.215
H 0.31 -1.76 -3.87 0.370
H 1.66 -1.87 -2.97 0.364
H -1.50 1.85 1.21 0.469
H -0.63 2.07 0.08 0.484
O -0.61 2.15 1.03 -0.955
H -1.04 -0.86 3.56 0.492
H -2.39 -1.38 4.04 0.458
O -1.71 -1.53 3.40 -0.959
H 0.71 0.92 2.55 0.500
H 1.28 0.11 3.70 0.472
O 0.58 0.10 3.03 -0.964

***

Model y:
18
Properties=species:S:1:pos:R:3:nbo_charge:R:1 method="wB97M-V/def2-TZVPD" e_homo_ev=-10.062 total_charge=0 smiles="CC(N)=O.O.O.O" homo_lumo_gap_ev=10.52 e_lumo_ev=0.46
C 1.68 0.19 1.02 -0.728
C 1.36 -1.03 0.33 0.658
N 1.79 -2.17 0.95 -0.837
O 0.65 -1.01 -0.75 -0.669
H 1.73 0.22 2.17 0.222
H 2.71 0.41 0.73 0.247
H 0.95 0.96 0.69 0.253
H 2.12 -2.01 1.97 0.401
H 1.19 -3.00 0.63 0.441
H -2.92 4.75 2.23 0.478
H -1.38 4.11 2.29 0.486
O -2.40 3.99 2.15 -0.963
H 0.52 -4.33 -1.53 0.483
H -0.23 -3.16 -0.80 0.494
O 0.02 -4.06 -0.76 -0.965
H -2.76 2.50 -3.21 0.468
H -1.76 2.78 -2.10 0.468
O -2.15 3.20 -2.86 -0.936

***

Model z:
18
Properties=species:S:1:pos:R:3:nbo_charge:R:1 method="wB97M-V/def2-TZVPD" e_homo_ev=-9.953 total_charge=0 smiles="CC(N)=O.O.O.O" homo_lumo_gap_ev=10.38 e_lumo_ev=0.43
C -2.40 -0.55 -0.52 -0.715
C -1.28 0.48 -0.36 0.691
N -0.08 0.04 0.11 -0.825
O -1.46 1.65 -0.65 -0.662
H -2.32 -1.25 0.32 0.216
H -2.26 -1.19 -1.39 0.238
H -3.29 0.06 -0.55 0.245
H 0.14 -0.92 0.26 0.415
H 0.50 0.80 0.46 0.403
H -0.62 -3.30 -1.63 0.476
H 0.85 -2.92 -1.90 0.482
O 0.07 -2.68 -1.38 -0.954
H 0.02 1.96 -2.13 0.488
H 0.40 2.70 -3.40 0.463
O 0.63 1.92 -2.88 -0.959
H 4.42 1.37 5.32 0.470
H 3.02 0.99 4.80 0.469
O 3.64 0.84 5.51 -0.939

***

Tell me which of them is the most stable. Sure, it is model z.

***

Model w:
17
Properties=species:S:1:pos:R:3:nbo_charge:R:1 method="wB97M-V/def2-TZVPD" e_homo_ev=-12.965 total_charge=+1 homo_lumo_gap_ev=8.92 e_lumo_ev=-4.05
C 1.05 0.43 -0.56 -0.208
C -1.42 0.22 0.71 0.145
C 2.25 0.13 0.32 -0.647
N -0.65 -0.89 0.50 -0.447
N -2.36 0.43 -0.41 -0.726
N 0.08 -0.69 -0.69 -0.494
S 0.08 1.85 0.06 0.006
H 1.36 0.68 -1.58 0.247
H -1.81 0.42 1.70 0.258
H 2.84 1.04 0.46 0.250
H 2.89 -0.61 -0.16 0.226
H 1.95 -0.23 1.30 0.206
H -0.12 -1.20 1.31 0.400
H -3.22 -0.13 -0.33 0.440
H -2.59 1.42 -0.51 0.465
H -1.81 0.12 -1.24 0.479
H 0.57 -1.54 -0.96 0.399

***

Model x:
17
Properties=species:S:1:pos:R:3:nbo_charge:R:1 method="wB97M-V/def2-TZVPD" e_homo_ev="-12.615 / -12.615" total_charge=+1 homo_lumo_gap_ev="8.49 / 8.49" e_lumo_ev="-4.13 / -4.13"
C -0.87 0.61 -0.43 -0.301
C 3.85 0.43 -0.37 -0.385
C -1.02 -0.78 0.24 0.557
N -2.02 -0.90 1.04 -0.722
N -0.22 -1.74 -0.13 -0.724
N -1.82 1.57 0.09 -0.857
S 2.66 -0.49 0.28 -0.026
H 0.22 0.93 -0.22 0.247
H -1.04 0.45 -1.47 0.240
H 4.87 0.26 -0.02 0.218
H 3.66 1.17 -1.28 0.226
H -2.65 0.01 0.93 0.468
H -2.40 -1.80 1.40 0.435
H 0.73 -1.59 -0.29 0.427
H -0.28 -2.57 0.43 0.400
H -1.25 2.45 0.39 0.403
H -2.42 2.00 -0.60 0.396

***

Tell me which of them is the most stable. Sure, it is model x.

***

Model w:
15
Properties=species:S:1:pos:R:3:nbo_charge:R:1 method="wB97M-V/def2-TZVPD" e_homo_ev=-13.523 total_charge=+1 homo_lumo_gap_ev=8.62 e_lumo_ev=-4.90
C -0.86 1.06 -0.84 -0.417
C 1.24 0.71 0.48 -0.414
C 0.09 -1.29 -0.14 -0.186
N 0.25 0.07 -0.49 -0.416
S -1.33 -1.01 1.81 -0.138
H -1.84 0.84 -0.32 0.282
H -0.39 2.02 -0.64 0.243
H -1.09 0.83 -1.95 0.243
H 0.62 1.11 1.33 0.251
H 2.06 0.16 0.72 0.237
H 1.73 1.60 0.08 0.241
H 0.94 -1.83 0.21 0.239
H -0.45 -2.08 -0.72 0.266
H 0.80 -0.04 -1.41 0.450
H -1.77 -2.16 1.89 0.118

***

Model x:
15
Properties=species:S:1:pos:R:3:nbo_charge:R:1 method="wB97M-V/def2-TZVPD" e_homo_ev=-14.650 total_charge=+1 homo_lumo_gap_ev=11.61 e_lumo_ev=-3.04
C -0.99 1.10 0.34 -0.292
N -1.47 -0.04 1.07 -0.826
H -0.54 1.87 0.96 0.230
H -1.65 1.32 -0.48 0.248
H -2.47 -0.12 0.98 0.401
H -1.22 0.06 2.05 0.386
C 0.42 -0.54 -1.83 -0.712
S 0.63 0.76 -0.53 0.744
C 1.47 -0.30 0.71 -0.740
H 1.42 -0.79 -2.15 0.267
H -0.07 -1.34 -1.27 0.245
H -0.31 -0.21 -2.56 0.264
H 1.41 0.13 1.70 0.258
H 2.45 -0.66 0.42 0.275
H 0.92 -1.24 0.59 0.251

***

Tell me which of them is the most stable. Sure, it is model x.

***

Model w:
15
Properties=species:S:1:pos:R:3:nbo_charge:R:1 method="wB97M-V/def2-TZVPD" e_homo_ev=-13.915 total_charge=+1 homo_lumo_gap_ev=10.78 e_lumo_ev=-3.13
C -0.74 -0.96 0.40 -0.262
N -0.63 -1.58 1.65 -0.832
H -0.57 -1.66 -0.42 0.214
H -1.64 -0.39 0.24 0.240
H 0.14 -2.16 1.86 0.405
H -1.35 -1.42 2.32 0.411
C 1.21 -0.03 -1.55 -0.754
S 0.70 0.25 0.16 0.729
C -0.15 1.88 0.26 -0.712
H 1.00 0.89 -2.08 0.256
H 0.71 -0.91 -1.93 0.256
H 2.28 -0.21 -1.60 0.272
H 0.42 2.57 -0.35 0.267
H -1.10 1.78 -0.26 0.241
H -0.30 1.97 1.33 0.268

***

Model x:
15
Properties=species:S:1:pos:R:3:nbo_charge:R:1 method="wB97M-V/def2-TZVPD" e_homo_ev=-13.273 total_charge=+1 homo_lumo_gap_ev=7.22 e_lumo_ev=-6.05
C 2.11 -0.01 -0.37 0.202
N 1.67 -0.15 -1.58 -0.634
H 3.02 -0.57 -0.20 0.235
H 1.65 0.68 0.31 0.241
H 0.73 -0.28 -1.95 0.454
H 2.32 -0.39 -2.32 0.431
C -1.26 0.91 1.39 -0.606
C -1.60 -0.08 0.27 -0.516
S -0.55 -1.55 0.49 -0.021
H -1.85 1.81 1.23 0.240
H -1.39 0.45 2.36 0.231
H -0.19 1.20 1.40 0.179
H -1.42 0.42 -0.67 0.201
H -2.64 -0.34 0.38 0.240
H -0.58 -2.10 -0.73 0.121

***

Tell me which of them is the most stable. Sure, it is model w.